C29H40Cl12N6 | wB97M-V/def2-TZVPD

- calculated total energy (eV) = -189928.148
- frontier orbital gap (eV) = 7.851
- net charge = 0
- relative energy (zero: lowest compared OMol25 entry of this formula, charge and spin) (eV) = 0.602
- strongest force on any atom (eV/A) = 2.502
- E_HOMO (eV) = -7.876

Geometry (Å):
Cl 3.06 2.73 1.89
Cl 0.41 2.83 3.04
Cl -1.34 1.57 -4.38
Cl 3.82 -3.10 0.51
Cl 6.62 -2.51 0.49
Cl 4.78 -0.54 1.63
Cl -1.48 -1.38 -4.52
Cl -1.50 0.16 -6.92
Cl 5.29 -2.97 3.04
Cl 1.66 5.21 1.94
Cl 2.78 4.03 4.36
Cl 0.92 0.02 -5.35
N 4.68 3.62 -2.39
N 1.59 -0.47 -1.48
N 5.08 0.39 -2.78
N -4.77 0.60 2.13
N 0.38 -2.21 1.81
N -3.94 -1.24 -0.33
C 1.71 0.40 -0.45
C 0.27 -3.55 2.14
C 6.69 2.87 -1.77
C -4.38 2.47 0.56
C 0.46 0.96 -0.16
C -6.22 0.81 2.11
C 0.12 -2.33 4.03
C 5.85 -0.72 -2.49
C 5.14 -2.31 1.39
C 4.56 3.11 -1.11
C -3.78 -3.08 -1.62
C -3.76 -1.92 -2.46
C 0.31 -1.47 2.98
C 3.98 -0.07 -3.47
C -0.46 0.08 -0.78
C 5.24 -1.83 -3.02
C 6.00 3.52 -2.77
C 4.12 -1.39 -3.73
C 5.74 2.52 -0.78
C -4.27 -0.18 3.25
C -6.97 -0.49 1.98
C 1.97 3.75 2.87
C -3.88 -2.60 -0.31
C 0.16 -3.63 3.50
C -2.89 -0.86 3.13
C -0.86 0.12 -5.25
C -3.91 -0.85 -1.63
C 0.26 -0.70 -1.67
C -3.92 1.77 1.84
H 3.44 -2.02 -4.29
H -4.00 -3.09 0.64
H -2.17 -0.09 3.40
H -3.72 3.31 0.32
H 6.33 3.88 -3.73
H -6.86 -1.31 2.69
H -3.82 -4.11 -1.93
H 7.76 2.74 -1.77
H -0.06 -4.53 4.05
H -5.32 3.00 0.70
H -6.81 -0.95 1.00
H -6.49 1.37 1.22
H -2.85 -1.74 3.75
H 0.39 -1.77 0.91
H -0.15 -1.37 -2.40
H 2.67 0.67 -0.04
H 0.36 -4.31 1.39
H -8.06 -0.39 1.92
H 2.38 -0.87 -1.96
H -3.90 2.40 2.74
H 5.39 -2.87 -2.79
H 6.78 -0.63 -1.96
H 5.34 1.35 -2.54
H -4.44 1.83 -0.32
H 0.36 -0.41 2.80
H 3.59 3.16 -0.64
H 0.19 1.63 0.64
H -6.57 1.37 2.99
H -0.05 -1.99 5.04
H -1.51 0.22 -0.56
H -3.99 -0.62 0.47
H -5.01 -0.94 3.48
H -2.66 -1.00 2.08
H -2.93 1.39 1.58
H -3.80 -1.89 -3.54
H -4.21 0.50 4.11
H 3.97 4.12 -2.88
H 5.87 2.00 0.16
H -3.97 0.20 -1.90
H 3.25 0.63 -3.85


C29H40N10OSTi | wB97M-V/def2-TZVPD

- calculated total energy (eV) = -81617.664
- frontier orbital gap (alpha / beta) (eV) = 8.009 / 7.966
- net charge = +1
- relative energy (zero: lowest compared OMol25 entry of this formula, charge and spin) (eV) = 0.000
- 2S+1 = 2
- strongest force on any atom (eV/A) = 0.553
- E_HOMO (alpha / beta) (eV) = -10.437 / -10.558

Geometry (Å):
Ti 0.02 0.23 -0.19
S -2.83 -0.88 -0.36
O 0.10 -1.79 0.01
N 2.26 -5.85 -0.26
N -3.59 -3.50 -0.08
N 0.02 0.27 2.12
N 1.09 2.36 -0.47
N 0.96 -2.71 -0.25
N -1.98 -3.21 -1.48
N -1.27 -4.16 1.93
N 0.05 0.18 -2.19
N 2.25 -0.07 0.14
N -1.73 1.83 0.49
C 1.47 -1.67 -2.96
C 2.03 -1.23 2.37
C -0.57 -2.61 -4.59
C 1.58 -4.97 -0.02
C -1.78 1.63 -2.96
C 0.69 -3.88 0.27
C -2.78 -2.56 -0.63
C 0.59 -0.91 2.80
C 3.03 0.92 -0.62
C -0.75 -1.46 -3.83
C 1.65 -2.83 -3.71
C -0.43 1.29 -2.96
C -3.26 -4.74 -0.60
C 0.63 -3.30 -4.53
C -1.34 3.48 -4.44
C 2.54 2.30 -0.25
C 0.26 -0.98 -2.99
C 0.53 3.63 0.05
C -2.25 -4.57 -1.47
C -2.23 2.72 -3.70
C -1.99 3.21 -0.02
C -0.80 3.94 -0.62
C -1.37 0.52 2.57
C -0.39 -4.05 1.20
C 0.01 3.13 -4.46
C 0.45 2.04 -3.74
C -4.56 -3.25 0.97
C 2.73 -0.16 1.54
C -1.83 1.82 1.97
H 2.86 0.75 -1.68
H -2.52 1.28 0.16
H 0.44 3.55 1.14
H -1.69 -0.92 -3.88
H -1.72 -5.27 -2.09
H -1.37 -2.96 -5.23
H 0.56 1.09 2.38
H -4.07 -3.23 1.93
H 1.50 1.74 -3.78
H -2.47 1.02 -2.39
H -2.38 3.80 0.82
H -1.44 0.57 3.66
H 1.23 4.44 -0.15
H 0.70 3.71 -5.06
H -0.71 3.71 -1.68
H -1.69 4.33 -5.01
H 3.80 -0.38 1.53
H -3.29 2.97 -3.70
H 2.74 2.52 0.80
H 2.60 -3.35 -3.66
H -0.06 -1.75 2.59
H 2.06 -2.16 1.82
H -1.29 -2.74 -2.06
H 2.63 0.82 2.00
H 2.37 -0.99 -0.28
H -1.21 2.64 2.35
H -1.99 -0.31 2.23
H 2.64 -1.38 3.26
H 0.78 -4.20 -5.11
H -3.77 -5.64 -0.28
H -2.79 3.17 -0.76
H 0.95 2.38 -1.48
H -5.30 -4.04 0.95
H 2.28 -1.30 -2.35
H -0.99 5.01 -0.55
H 0.56 -0.74 3.89
H 3.07 3.06 -0.83
H 4.10 0.82 -0.42
H -5.05 -2.29 0.78
H -2.86 2.04 2.29


C29H40N2OP2SSn | wB97M-V/def2-TZVPD

- calculated total energy (eV) = -70987.592
- frontier orbital gap (alpha / beta) (eV) = 7.545 / 5.270
- net charge = +1
- relative energy (zero: lowest compared OMol25 entry of this formula, charge and spin) (eV) = 0.000
- 2S+1 = 2
- strongest force on any atom (eV/A) = 0.339
- E_HOMO (alpha / beta) (eV) = -9.946 / -9.879

Geometry (Å):
Sn 0.06 0.09 -0.45
S 0.01 2.18 -1.63
P 1.90 0.24 1.26
P -2.28 -0.72 -0.23
O 0.24 -2.66 -0.50
N -0.87 1.37 1.21
N 0.87 -2.42 -1.63
C 3.61 1.60 -0.42
C 2.22 -1.84 -3.93
C -4.79 2.45 0.03
C -0.02 2.06 2.05
C 0.47 3.73 3.75
C -2.83 -0.23 -2.92
C -2.86 -1.34 -1.87
C 1.37 1.75 2.05
C 1.00 -1.12 -1.99
C -0.44 3.03 2.99
C -1.65 -1.98 2.19
C 1.36 -3.43 -2.36
C 2.21 -2.44 1.96
C 1.84 3.52 3.64
C -3.95 3.41 0.60
C 1.84 -1.08 2.53
C -4.30 1.18 -0.17
C -2.62 -2.01 1.02
C -3.01 0.84 0.23
C 1.69 -0.82 -3.15
C -4.07 -1.89 1.51
C -4.18 -2.11 -1.90
C 2.63 -0.75 3.81
C 2.27 2.50 2.82
C 4.76 0.17 1.32
C -2.66 3.09 1.00
C 3.53 0.33 0.43
C 2.05 -3.15 -3.53
C -2.16 1.79 0.87
H -1.95 0.40 -2.87
H -3.70 0.43 -2.82
H -0.70 -2.42 1.92
H 3.74 2.48 0.21
H -4.30 -2.52 -2.90
H 3.32 2.26 2.78
H 0.09 4.47 4.45
H 2.29 -1.40 4.61
H 0.78 -1.07 2.80
H -2.04 3.88 1.38
H -2.05 -2.05 -2.09
H 4.46 1.53 -1.09
H -2.07 -2.56 3.02
H 1.81 0.21 -3.43
H -4.31 -2.77 2.11
H -2.86 -0.68 -3.91
H -1.49 3.20 3.14
H 2.71 1.77 -1.02
H -5.03 -1.46 -1.71
H -5.80 2.71 -0.27
H 4.81 -0.80 1.80
H -4.17 -1.01 2.15
H 5.65 0.28 0.70
H 3.70 -0.94 3.67
H 2.44 -3.98 -4.11
H 3.27 -2.47 1.68
H 2.07 -3.20 2.73
H -4.20 -2.94 -1.20
H -2.48 -2.95 0.47
H -1.50 -0.96 2.55
H -4.30 4.42 0.72
H 4.81 0.93 2.10
H 2.49 0.28 4.14
H -4.81 -1.81 0.72
H 2.54 4.10 4.22
H 1.18 -4.42 -1.96
H -4.92 0.44 -0.65
H 1.61 -2.72 1.09
H 2.76 -1.61 -4.84
H 3.49 -0.54 -0.24


Q: The highest strongest force on any atom belongs to which entry?
A: C29H40Cl12N6